[1]
DFT (ωB97M-V/def2-TZVPD) results for C4H5FS3 as an isolated structure at a distorted geometry.

Summary:
Total charge: 0
Orbital gap, hartree: 0.2842
Energy relative to the best compared isomer or geometry (same formula, charge and spin), eV: 2.9270

Structure (XYZ):
```
13
Properties=species:S:1:pos:R:3:mulliken_charge:R:1
S 0.61 2.85 0.58 -0.17
S -1.89 0.22 0.62 -0.24
S -0.55 -2.38 -0.80 -0.15
F 2.18 -0.21 -1.48 -0.29
C -0.20 0.10 1.03 0.44
C 0.58 1.14 0.23 -0.33
C 0.35 -0.88 0.03 -0.77
C 0.95 0.17 -0.95 0.28
H -1.62 -1.80 -1.22 0.12
H -2.07 1.59 1.02 0.16
H 0.40 0.54 -1.75 0.32
H 0.11 -0.11 2.17 0.30
H 1.14 -1.25 0.54 0.33
```

[2]
DFT (ωB97M-V/def2-TZVPD) results for the molecule C2H3NO2 at a distorted geometry.

Summary:
Total charge: 0
Orbital gap (alpha / beta), hartree: 0.3045 / 0.3467
Energy relative to the best compared isomer or geometry (same formula, charge and spin), eV: 7.0374

Structure (XYZ):
```
8
Properties=species:S:1:pos:R:3:mulliken_charge:R:1
O 0.99 -2.35 -0.01 -0.24
O 0.09 -2.38 0.93 0.00
N -1.45 -0.95 1.89 -0.48
C -0.04 -0.13 0.08 -0.78
C -0.66 -1.21 1.00 0.59
H -0.76 0.63 -0.04 0.31
H 0.67 0.42 0.79 0.25
H 0.24 -0.81 -0.72 0.36
```

[3]
DFT (ωB97M-V/def2-TZVPD) results for C15H22N2PdS5 as an isolated structure at a distorted geometry.

Summary:
Total charge: +4
Orbital gap (alpha / beta), hartree: 0.1625 / 0.1625

Structure (XYZ):
```
45
Properties=species:S:1:pos:R:3:mulliken_charge:R:1
Pd 0.52 -0.09 -0.29 0.65
S 1.39 -1.01 1.67 0.02
S 2.58 1.05 -0.60 -0.15
S -0.11 -2.30 -0.88 -0.11
S -2.70 3.95 2.15 0.01
S -0.03 0.57 -2.46 0.03
N -0.33 3.65 0.94 -0.07
N -1.59 1.70 1.11 0.01
C -4.47 -0.22 2.13 -0.74
C -0.50 -1.01 -3.25 -0.87
C -1.41 3.08 1.33 0.44
C -3.27 0.00 1.57 -0.36
C -3.53 2.44 2.25 0.89
C 1.60 1.05 -3.15 -0.83
C 1.38 -3.12 -0.22 -0.46
C 0.19 -2.23 -2.69 -0.51
C -2.72 1.35 1.61 0.28
C -4.75 2.19 2.80 -0.63
C 2.80 0.56 -2.36 -0.47
C 3.69 -0.10 0.31 -0.50
C 1.48 -2.80 1.26 -0.85
C 3.11 -0.37 1.67 -0.86
C -5.21 0.86 2.74 -0.20
H 2.92 -0.52 -2.40 0.23
H 3.72 -1.07 2.25 0.51
H -0.35 -0.90 -4.32 0.51
H 3.82 -1.00 -0.29 0.33
H 1.26 -4.20 -0.36 0.51
H -0.23 -3.14 -3.12 0.51
H 0.65 -3.24 1.82 0.46
H 3.04 0.54 2.26 0.42
H -1.58 -1.07 -3.09 0.43
H 1.27 -2.23 -2.86 0.33
H 3.71 1.04 -2.73 0.51
H -5.35 2.96 3.27 0.51
H -0.15 4.65 1.07 0.35
H 1.57 2.14 -3.18 0.45
H -4.92 -1.21 2.13 0.49
H 0.40 3.10 0.48 0.06
H 2.40 -3.19 1.71 0.48
H 4.66 0.40 0.40 0.50
H -2.68 -0.79 1.10 0.49
H -6.18 0.63 3.17 0.47
H 2.25 -2.79 -0.78 0.24
H 1.63 0.71 -4.18 0.47
```

[4]
DFT (ωB97M-V/def2-TZVPD) results for the molecule C12H19Br at a distorted geometry.

Summary:
Total charge: 0
Orbital gap (alpha / beta), hartree: 0.2852 / 0.2998
Energy relative to the best compared isomer or geometry (same formula, charge and spin), eV: 1.9449

Structure (XYZ):
```
32
Properties=species:S:1:pos:R:3:mulliken_charge:R:1
Br 2.18 -3.09 1.00 -0.19
C 0.02 -0.88 2.10 -1.69
C -0.59 2.44 -1.34 -1.92
C 0.07 -0.59 -1.77 -0.81
C 1.26 -1.46 -1.41 -0.74
C -0.18 -1.19 0.61 1.62
C 0.93 1.62 0.28 -0.94
C -1.04 -2.46 0.35 -1.82
C -0.43 1.47 -0.12 2.48
C -0.69 -0.10 -0.40 -0.55
C 2.19 1.43 0.50 -0.93
C 1.25 -1.58 0.05 -0.31
C -1.42 1.93 0.87 -2.09
H -0.64 -1.11 -2.44 0.34
H -1.02 -2.71 -0.66 0.45
H 0.64 0.13 2.14 0.24
H -0.11 2.15 -2.22 0.39
H 2.16 -0.95 -1.70 0.36
H -1.70 -0.22 -0.51 1.05
H -0.81 -3.20 1.01 0.53
H 0.53 -1.65 2.57 0.49
H -2.13 -2.04 0.43 0.34
H 1.34 -2.47 -1.74 0.36
H -1.36 1.59 1.85 0.38
H -0.90 -0.65 2.66 0.35
H 2.87 2.08 1.15 0.22
H 0.53 0.28 -2.22 0.27
H -2.37 1.45 0.60 0.42
H 2.88 0.81 0.12 0.30
H -1.58 2.94 0.92 0.52
H -0.29 3.41 -1.00 0.47
H -1.60 2.62 -1.70 0.43
```

no.,molecular weight (g/mol)
1,168.28
2,73.05
3,497.11
4,243.19